(1)
C5H3N | ωB97M-V/def2-TZVPD

Element x y z (Å)
C -1.02 -1.09 2.06
C -0.17 -0.01 2.53
C -0.60 -1.69 0.94
C 0.34 -0.49 -0.22
C -0.53 0.10 1.00
N 0.07 -1.91 -0.09
H 0.02 -0.14 -1.14
H 1.43 -0.19 -0.10
H -1.28 0.82 0.90

Calculated total energy   -6714.898 eV
Kohn-Sham gap   9.13 eV
HOMO energy   -9.4 eV
2S+1   1

=====

(2)
C5H3N | ωB97M-V/def2-TZVPD

Element x y z (Å)
C -0.55 1.22 -0.71
C -0.72 -0.05 -1.43
C 0.08 0.61 0.47
C 0.45 -0.16 -0.69
C 0.21 -0.39 1.27
N 0.79 -1.10 2.06
H -0.08 2.15 -0.92
H -0.92 -0.20 -2.39
H 0.74 -2.08 2.34

Calculated total energy   -6715.364 eV
Kohn-Sham gap   7.99 eV
HOMO energy   -8.2 eV
2S+1   1